--- A ---
Below is C2H7N3S in the gas phase, with properties calculated with ωB97M-V with the def2-TZVPD basis set.

For the HOMO energy, the calculation gives -8.551 eV. The frontier orbital gap is 9.292 eV.

Structure (ORCA input):
```
! wB97M-V def2-TZVPD RIJCOSX def2/J DEFGRID3
* xyz 0 1
C 0.77686 0.08580 -0.26567
C -0.23076 0.24702 0.81927
H 0.00942 1.52463 -1.47529
H 0.88016 0.42615 -2.30293
H 1.61347 0.71208 0.10563
H 1.17479 -0.93921 -0.37073
H 0.39617 1.93667 1.50920
H -1.76785 -0.73572 1.72297
H -0.78839 -1.92241 -1.06881
N 0.09295 0.43366 -1.60706
N -0.30566 1.24487 1.53659
N -1.07936 -0.78529 1.11229
S -0.77179 -2.22826 0.28452
*
```

natural (NBO) atomic charge list, values in e, 2 entries: number 1, C, carries -0.3226; number 2, C, carries 0.4287

--- B ---
Below is C2H7N3S in the gas phase, with properties calculated with ωB97M-V with the def2-TZVPD basis set.

For the HOMO energy, the calculation gives -8.121 eV. The frontier orbital gap is 8.850 eV.

Structure (ORCA input):
```
! wB97M-V def2-TZVPD RIJCOSX def2/J DEFGRID3
* xyz 0 1
C 0.25697 0.50801 0.69484
C 1.43652 0.90318 -0.00281
N 0.06165 -0.95467 0.53641
N -1.32267 -1.22341 0.42906
N -1.91698 -0.27453 -0.56875
S -1.29029 1.24742 -0.21848
H 0.21157 0.80975 1.75203
H 1.30793 0.70552 -1.07084
H 2.32344 0.40289 0.26856
H 1.64395 2.00628 0.02223
H 0.41391 -1.33348 -0.39605
H -1.35080 -2.20182 0.15789
H -1.77519 -0.59514 -1.60410
*
```

natural (NBO) atomic charge list, values in e, 2 entries: number 1, C, carries -0.1450; number 2, C, carries -0.6457

Stability, lowest: B

--- A ---
Below is C3H7NOS2 in the gas phase, with properties calculated with ωB97M-V with the def2-TZVPD basis set.

For the HOMO energy, the calculation gives -8.813 eV. The frontier orbital gap is 9.313 eV.

Structure (ORCA input):
```
! wB97M-V def2-TZVPD RIJCOSX def2/J DEFGRID3
* xyz 0 1
C -1.25387 -1.74609 0.31383
C 0.77593 -0.53556 -1.14505
C 0.10586 2.00074 1.01715
H -0.60575 -1.21938 1.11580
H -0.93845 -2.83798 0.18533
H -2.31919 -1.70718 0.48271
H 1.29220 -1.55053 -0.99710
H 1.06289 -0.04632 -2.02946
H 1.52585 2.10548 -0.52939
H -0.41271 1.13264 1.58172
N 0.75120 1.48164 -0.10787
O 1.06281 0.21281 -0.01088
S -1.02817 -0.82262 -1.23781
S -0.01859 3.53235 1.36104
*
```

natural (NBO) atomic charge list, values in e, 2 entries: number 1, C, carries -0.7561; number 2, C, carries -0.2004

--- B ---
Below is C3H7NOS2 in the gas phase, with properties calculated with ωB97M-V with the def2-TZVPD basis set.

For the HOMO energy, the calculation gives -8.640 eV. The frontier orbital gap is 9.082 eV.

Structure (ORCA input):
```
! wB97M-V def2-TZVPD RIJCOSX def2/J DEFGRID3
* xyz 0 1
C -1.39581 1.57670 -1.66000
C -0.54103 2.03540 -0.47395
C 0.35402 -0.59597 0.02459
H -2.50119 1.19920 -1.23467
H -1.57840 2.30118 -2.35786
H -1.12887 0.57433 -2.11316
H 0.54140 2.10540 -0.76899
H -0.67317 3.10287 0.12866
H 1.36958 -2.29369 0.94399
H -0.91505 -1.01893 2.26905
N 0.70932 -1.46863 0.96328
O 0.09189 -1.19002 2.29807
S -0.42097 0.71042 0.85720
S 0.96360 -0.97708 -1.44085
*
```

natural (NBO) atomic charge list, values in e, 2 entries: number 1, C, carries -0.6321; number 2, C, carries -0.5308

Stability, lowest: B

--- A ---
Below is C3H5N3S in the gas phase, with properties calculated with ωB97M-V with the def2-TZVPD basis set.

For the HOMO energy, the calculation gives -9.553 eV. The frontier orbital gap is 7.806 eV.

Structure (ORCA input):
```
! wB97M-V def2-TZVPD RIJCOSX def2/J DEFGRID3
* xyz 0 1
C 1.44684 -0.79558 0.13128
C 1.24974 0.59563 -0.21936
C -0.07667 0.66563 -0.75344
N 1.44405 -1.93934 0.30719
N -1.15341 -0.77974 0.96464
N -1.08316 0.47061 0.31833
S 2.28929 1.74980 0.19992
H -0.28834 1.63915 -1.25410
H -0.40556 -0.04564 -1.56799
H -1.10425 -1.50348 0.35213
H -0.35673 -0.68974 1.59205
H -1.96181 0.63270 -0.07065
*
```

natural (NBO) atomic charge list, values in e, 2 entries: number 1, C, carries 0.2144; number 2, C, carries -0.2286

--- B ---
Below is C3H5N3S in the gas phase, with properties calculated with ωB97M-V with the def2-TZVPD basis set.

For the HOMO energy, the calculation gives -8.539 eV. The frontier orbital gap is 9.444 eV.

Structure (ORCA input):
```
! wB97M-V def2-TZVPD RIJCOSX def2/J DEFGRID3
* xyz 0 1
C 2.15970 0.95534 0.00690
C -0.13964 -0.23586 0.06564
C -2.19836 -0.41211 -0.03455
H 1.68078 1.50830 -0.78774
H 3.23214 0.85228 -0.10543
H 1.88586 1.37738 0.99516
H -3.19495 -0.80319 -0.11625
H -2.38655 1.74410 -0.20083
N -1.12039 -1.17321 0.06409
N -1.90453 0.87808 -0.00514
N -0.54027 1.01722 0.03136
S 1.55055 -0.72361 -0.04031
*
```

natural (NBO) atomic charge list, values in e, 2 entries: number 1, C, carries -0.7435; number 2, C, carries 0.1477

Stability, lowest: A

--- A ---
Below is C2HNO3 in the gas phase, with properties calculated with ωB97M-V with the def2-TZVPD basis set.

For the HOMO energy, the calculation gives -11.715 eV. The frontier orbital gap is 11.797 eV.

Structure (ORCA input):
```
! wB97M-V def2-TZVPD RIJCOSX def2/J DEFGRID3
* xyz 0 1
C 2.96324 -0.23988 0.01052
C 1.51443 0.06355 0.01936
N 4.06726 0.01906 0.01774
O 1.08901 1.16864 -0.16434
O -0.54641 -0.70819 0.01927
O 0.76976 -1.02312 0.10140
H -0.89471 -1.50639 0.22775
*
```

natural (NBO) atomic charge list, values in e, 2 entries: number 1, C, carries 0.1416; number 2, C, carries 0.6787

--- B ---
Below is 2 unconnected molecules or ions with the total composition C2HNO3, with properties calculated with ωB97M-V with the def2-TZVPD basis set.

For the HOMO energy, the calculation gives -11.487 eV. The frontier orbital gap is 11.307 eV.

Structure (ORCA input):
```
! wB97M-V def2-TZVPD RIJCOSX def2/J DEFGRID3
* xyz 0 1
C 0.61363 -0.66279 1.36589
C -1.07977 0.74945 -1.23164
N 0.48564 -0.68792 2.48244
O -1.54353 1.77852 -0.95431
O 0.73539 -0.80527 0.08939
O -0.67473 -0.23946 -1.60697
H 1.46336 -0.13254 -0.14481
*
```

natural (NBO) atomic charge list, values in e, 2 entries: number 1, C, carries 0.5107; number 2, C, carries 1.0130

Stability, lowest: A

--- A ---
Below is C5H10ClN in the gas phase, with properties calculated with ωB97M-V with the def2-TZVPD basis set.

For the HOMO energy, the calculation gives -8.997 eV. The frontier orbital gap is 9.981 eV.

Structure (ORCA input):
```
! wB97M-V def2-TZVPD RIJCOSX def2/J DEFGRID3
* xyz 0 1
C 1.61643 0.02889 -0.02207
C 0.33653 -0.89851 0.03977
C -0.77144 -0.60702 -0.98178
C -1.40432 0.30121 -0.01933
C -0.65544 -0.47939 1.08712
H 1.21312 1.83440 -0.97234
H 1.07594 1.80216 0.81162
H 2.20903 -0.30252 -0.87454
H 2.35380 -0.06770 0.82448
H 0.60709 -2.00127 0.02050
H -0.63081 -0.36709 -2.05286
H -1.42919 -1.42968 -1.14776
H -0.90352 1.31482 -0.06599
H -1.47697 -1.15660 1.48268
H -0.39141 0.13465 1.96700
N 1.43346 1.42312 -0.07954
Cl -3.18230 0.47051 -0.01697
*
```

natural (NBO) atomic charge list, values in e, 2 entries: number 1, C, carries -0.2136; number 2, C, carries -0.2417

--- B ---
Below is 2 unconnected molecules or ions with the total composition C5H10ClN, with properties calculated with ωB97M-V with the def2-TZVPD basis set.

For the HOMO energy, the calculation gives -9.176 eV. The frontier orbital gap is 10.032 eV.

Structure (ORCA input):
```
! wB97M-V def2-TZVPD RIJCOSX def2/J DEFGRID3
* xyz 0 1
C -1.21484 -0.52512 0.23830
C -1.28496 -1.95231 0.67763
C 1.75990 0.90172 1.20520
C 2.81259 0.71098 -0.92806
C 2.05385 0.12105 0.05749
N -1.25321 -0.07805 -0.91983
Cl 1.79426 -1.60265 0.01422
H -0.90155 0.31796 0.89818
H -1.53969 -2.60632 -0.22823
H -2.13563 -1.98024 1.43612
H -0.26010 -2.37803 1.03917
H 1.48524 1.89036 0.90743
H 2.67816 1.01211 1.88177
H 0.86236 0.57541 1.76510
H 2.83781 1.76854 -1.13331
H 2.98641 0.12525 -1.78263
H -1.51264 -0.68817 -1.61782
*
```

natural (NBO) atomic charge list, values in e, 2 entries: number 1, C, carries 0.1339; number 2, C, carries -0.7118

Stability, lowest: B

--- A ---
Below is 2 unconnected molecules or ions with the total composition C4H10NO, with properties calculated with ωB97M-V with the def2-TZVPD basis set.

For the HOMO energy, the calculation gives -14.327 eV. The frontier orbital gap is 9.016 eV.

Structure (ORCA input):
```
! wB97M-V def2-TZVPD RIJCOSX def2/J DEFGRID3
* xyz 1 1
C 1.63287 2.04208 -0.11345
C 0.41663 1.12690 -0.18050
C -0.85862 1.51268 -0.21046
C 1.56390 -0.97435 -0.86257
N 0.60192 -0.28461 -0.35187
H 2.55203 1.44061 -0.15309
H 1.63876 2.50886 -1.11647
H 1.57018 2.70870 0.72867
H -1.75521 1.00218 0.14513
H -1.08560 2.52876 -0.55553
H 1.17703 -1.94672 -1.13827
H 2.57057 -0.56661 -0.90714
H -0.27925 -0.79025 -0.25021
H -2.33309 -3.47024 1.58254
H -3.38679 -2.80753 0.75091
O -2.70258 -2.59541 1.39070
*
```

natural (NBO) atomic charge list, values in e, 2 entries: number 1, C, carries -0.6596; number 2, C, carries 0.1354

--- B ---
Below is a molecular structure, C4H10NO, with properties calculated with ωB97M-V with the def2-TZVPD basis set.

For the HOMO energy, the calculation gives -14.457 eV. The frontier orbital gap is 9.917 eV.

Structure (ORCA input):
```
! wB97M-V def2-TZVPD RIJCOSX def2/J DEFGRID3
* xyz 1 1
C 1.07834 -0.20445 -1.39581
C 0.10884 0.48801 -0.41279
C -0.22874 -0.82804 0.41234
C 0.62819 1.58718 0.49608
N -1.36743 -1.65689 0.21402
O 1.02973 -1.54687 -0.81163
H 0.82166 -0.17435 -2.42060
H 2.11185 0.21961 -1.30134
H -0.88345 0.98029 -0.79514
H 0.16397 -0.83897 1.37953
H 1.53383 1.25835 0.91060
H -0.08638 2.05617 1.12734
H 0.65879 2.52192 -0.17477
H -1.47222 -2.01537 -0.73203
H -2.33654 -1.45659 0.33961
H -1.29648 -2.58447 0.73778
*
```

natural (NBO) atomic charge list, values in e, 2 entries: number 1, C, carries -0.0809; number 2, C, carries -0.2517

--- C ---
Below is a gas-phase ion, C4H10NO (charge +1), with properties calculated with ωB97M-V with the def2-TZVPD basis set.

For the HOMO energy (alpha / beta), the calculation gives -11.796 / -11.796 eV. The frontier orbital gap (alpha / beta) is 8.148 / 8.148 eV.

Structure (ORCA input):
```
! wB97M-V def2-TZVPD RIJCOSX def2/J DEFGRID3
* xyz 1 1
C -0.52095 0.21490 1.75544
C 0.05837 1.03928 -0.27513
C -1.42849 -0.76698 2.45878
C 1.16702 -0.17251 -2.08218
N 0.00182 0.53960 -1.63906
O -0.45935 0.21719 0.53403
H 0.05469 1.05656 2.24290
H 0.93275 1.66554 -0.11057
H -0.86068 -1.81144 2.46388
H -2.25676 -0.75387 1.66477
H -1.57633 -0.42504 3.43342
H 2.07609 0.55229 -2.23723
H 1.52448 -0.95216 -1.36754
H 1.04772 -0.74306 -3.08965
H -0.74972 -0.11723 -1.70387
H -0.36521 1.43615 -2.18525
*
```

natural (NBO) atomic charge list, values in e, 2 entries: number 1, C, carries 0.2795; number 2, C, carries -0.0543

--- D ---
Below is a gas-phase ion, C4H10NO (charge +1), with properties calculated with ωB97M-V with the def2-TZVPD basis set.

For the HOMO energy, the calculation gives -14.468 eV. The frontier orbital gap is 10.529 eV.

Structure (ORCA input):
```
! wB97M-V def2-TZVPD RIJCOSX def2/J DEFGRID3
* xyz 1 1
C 1.25154 -1.34098 -0.08939
C 0.26652 -0.42347 -0.65797
C -1.08025 -0.78961 -1.19083
C 0.26373 1.22198 0.15112
N -0.36752 1.19002 1.48010
O 1.42515 -0.66211 -1.31694
H 1.91426 -1.02400 0.71016
H 1.09835 -2.41061 -0.16040
H -1.36298 -0.13821 -2.01134
H -1.84112 -0.74876 -0.41542
H -1.04084 -1.80849 -1.57250
H -0.28032 1.86607 -0.53109
H 1.30859 1.50957 0.20229
H 0.16583 0.58810 2.11916
H -1.32735 0.83038 1.40844
H -0.39359 2.14011 1.87459
*
```

natural (NBO) atomic charge list, values in e, 2 entries: number 1, C, carries -0.1345; number 2, C, carries 0.2914

Stability, lowest: C